# 1
Below is a structure of composition C10H17NOSSi at a distorted geometry, with properties calculated with ωB97M-V with the def2-TZVPD basis set.

Summary:
<S²>: 2.013
Gap between HOMO and LUMO (spin up / spin down): 6.97 / 7.00 eV
Multiplicity: 3

Each line ends with the Löwdin spin population.
Geometry (Å):
C -4.47912 1.12708 -0.21219  0.0102
C -3.74785 1.20444 0.96361  -0.0003
C -4.04421 0.32493 -1.25469  0.0007
C -2.57624 0.47918 1.10247  0.0115
C -2.87382 -0.40329 -1.12247  0.0141
C -2.15868 -0.32514 0.05752  0.0463
C -0.53304 -2.00645 1.64730  0.6651
C 3.10913 1.20360 1.19323  -0.0008
C 2.81353 -1.61079 -0.12971  0.0062
C 3.10840 0.94814 -1.89995  0.0343
N 0.67174 0.41801 -0.39999  0.6944
O -0.58112 -2.19932 -0.93781  0.0518
Si 2.37422 0.23422 -0.28733  0.0759
S -0.64107 -1.27982 0.16104  0.2896
H -5.38982 1.69772 -0.31502  0.0007
H -4.08986 1.83218 1.77222  -0.0001
H -4.61194 0.26776 -2.17071  0.0000
H -1.99949 0.53509 2.01204  0.0009
H -2.50419 -1.03575 -1.91389  0.0018
H 0.17653 -2.81236 1.67265  0.0383
H -0.48570 -1.32078 2.47375  0.0374
H 2.80510 0.77993 2.14665  -0.0001
H 4.19332 1.21768 1.17088  -0.0004
H 2.77210 2.23688 1.17313  0.0005
H 3.75132 -1.84178 -0.62479  0.0000
H 2.90634 -1.91866 0.90976  0.0006
H 2.03876 -2.21552 -0.59128  -0.0006
H 2.62221 0.51506 -2.76805  -0.0002
H 2.97248 2.02415 -1.94973  0.0000
H 4.17195 0.74556 -1.97350  0.0049
H 0.22902 1.17801 0.09487  0.0173

Forces on atoms 1 to 3 (eV/Å):
-0.07 0.03 -0.01
0.08 0.07 0.01
0.08 0.09 0.04



# 2
Below is the ion C10H17O2 with charge +1 at a distorted geometry, with properties calculated with ωB97M-V with the def2-TZVPD basis set.

Summary:
Gap between HOMO and LUMO: 8.19 eV
Energy above the lowest of the compared OMol25 structures with the same formula, charge and spin: 372.5 kJ/mol
Charge: +1

Each line ends with the Mulliken charge.
Geometry (Å):
C 1.95241 -1.67246 0.16469  -0.3154
C 0.93357 -1.74737 -0.70703  -0.9980
C 2.29193 -0.51601 1.04652  -0.6206
C 1.13253 0.52433 1.17015  -0.9713
C -0.80203 1.69258 -0.18343  -1.1880
C -2.03197 0.98525 0.51147  -0.5124
C -1.28456 -1.31748 0.10622  -0.7029
C -0.13998 -0.66205 -0.69018  0.2838
C 0.38667 0.71696 -0.21288  1.1737
C 1.25946 1.33127 -1.28782  -1.7740
O -3.70597 -0.85861 0.20675  -0.2773
O -2.30058 -0.34234 -0.11093  -0.0465
H 2.71053 -2.47217 -0.02339  0.3687
H 0.59928 -2.70716 -1.08146  0.4529
H 2.60412 -0.89425 2.09661  0.3906
H 3.22243 0.02187 0.65656  0.2906
H 0.47969 0.22782 2.00118  0.3669
H 1.56400 1.52094 1.22875  0.4584
H -1.15211 2.11389 -1.22155  0.3914
H -0.73078 2.56205 0.35411  0.5807
H -1.69264 0.70624 1.54173  0.3237
H -2.93014 1.62839 0.41064  0.3807
H -1.57559 -2.21101 -0.27172  0.5017
H -1.15892 -1.48686 1.20192  0.3297
H -0.38330 -0.50301 -1.74871  0.4734
H 0.99233 1.27930 -2.29468  0.4594
H 2.28035 0.94818 -1.29906  0.4233
H 1.44813 2.42300 -0.91595  0.3819
H -3.96887 -1.29130 -0.64854  0.3750

Forces on atoms 1 to 3 (eV/Å):
0.99 -0.95 -1.78
-0.52 0.74 2.26
1.00 0.69 0.89



# 3
Below is a structure of composition C10H18BBr4N2O14 at a distorted geometry, with properties calculated with ωB97M-V with the def2-TZVPD basis set.

Summary:
Gap between HOMO and LUMO: 7.80 eV
Energy above the lowest of the compared OMol25 structures with the same formula, charge and spin: 303.9 kJ/mol
Charge: -1

Each line ends with the Mulliken charge.
Geometry (Å):
N -0.29615 -0.69382 -0.28449  0.3633
H 0.41683 -1.00108 -0.93053  0.1777
H -0.07376 -0.79685 0.69531  0.0736
H -1.03734 -1.37962 -0.30463  0.3903
H -0.55932 0.27880 -0.35416  0.0071
N -3.15792 -0.50212 2.58805  -0.1748
H -3.46430 -1.46451 2.59410  0.3689
H -2.16417 -0.54839 2.76249  0.1720
H -3.62312 0.04269 3.29999  0.3824
H -3.36451 -0.22800 1.63816  0.4186
O 5.64478 -0.76770 -2.79084  -0.6357
C 4.53070 -1.22486 -2.53869  0.4220
O 3.56576 -1.56217 -3.42836  -0.4808
B 2.44328 -2.12452 -2.65887  1.1642
O 2.77203 -1.90698 -1.26442  -0.4273
C 3.97817 -1.38855 -1.10726  0.6445
O 4.61759 -1.21083 -0.06992  -0.6258
O 2.24343 -3.52264 -2.87955  -0.5425
C 1.00201 -3.69367 -3.51724  0.3271
O 0.60622 -4.66792 -4.01741  -0.5350
C 0.31488 -2.40398 -3.44598  0.7865
O 1.15720 -1.51579 -2.98852  -0.4703
O -0.82040 -2.23025 -3.89682  -0.6670
O -4.42352 -1.23355 -1.77752  -0.4507
C -3.49692 -1.28071 -0.91454  0.7237
O -2.78647 -2.28975 -0.87426  -0.7898
O -3.48190 -0.43577 0.00493  -0.9102
H -4.87899 -0.42518 -1.53117  0.3132
O 1.23920 -2.14597 3.76820  -0.5554
C 0.73868 -1.57652 2.70684  0.6547
O 1.46023 -1.49805 1.71228  -0.7285
O -0.44787 -1.22746 2.65280  -0.7693
H 0.33164 -1.96884 4.02620  0.2987
Br 1.67987 1.56754 -1.84031  -0.0568
C 0.78725 3.34270 -1.61850  -0.5826
C -0.48444 3.47547 -2.32197  -0.4579
Br -1.11598 5.33405 -2.04663  -0.1984
H 1.56796 3.95127 -2.07483  0.3994
H 0.72884 3.54726 -0.54946  0.1907
H -1.35146 2.84349 -2.12968  0.3117
H -0.28594 3.51355 -3.39306  0.3880
Br -0.66776 1.94450 1.62742  0.0611
C -0.16394 3.21398 3.04395  -0.6070
C 0.19884 2.35270 4.30814  -0.5517
Br -1.34116 1.58298 5.15759  -0.1589
H -0.94654 3.96644 3.14112  0.4009
H 0.71778 3.70384 2.63078  0.2982
H 0.87619 2.78692 5.04349  0.4014
H 0.81459 1.46766 4.14796  0.2364

Forces on atoms 1 to 3 (eV/Å):
-0.51 -0.20 0.56
0.73 0.28 0.02
1.80 -0.38 1.01



# 4
Below is a structure of composition C10H18BCaN6O2S2, with properties calculated with ωB97M-V with the def2-TZVPD basis set.

Summary:
Gap between HOMO and LUMO: 7.99 eV
Energy above the lowest of the compared OMol25 structures with the same formula, charge and spin: 19.8 kJ/mol
Charge: +1

Each line ends with the Mulliken charge.
Geometry (Å):
Ca -0.61570 -0.50350 -1.16409  1.3136
C -0.98641 -4.14377 1.36955  -0.8059
N 0.22936 -3.34953 1.42427  0.2256
C 1.51930 -3.84295 1.46122  -0.4367
C 2.33611 -2.77308 1.55827  -0.5183
N 1.56078 -1.63451 1.58713  0.2199
B 2.14323 -0.22365 1.88372  0.4059
N 1.99113 0.80005 0.66653  0.6637
C 2.09131 2.14872 0.94104  -0.7675
C 2.27437 2.81497 -0.22235  -0.4361
N 2.26677 1.86537 -1.22336  0.2621
C 2.54421 2.11668 -2.62824  -0.8870
C 2.11006 0.63415 -0.66087  -0.6706
S 2.06854 -0.82381 -1.58355  -0.3013
C 0.27529 -2.00134 1.50133  -0.5505
S -1.12081 -0.98026 1.46157  -0.3504
H -0.71607 -5.19153 1.46308  0.3203
H -1.50947 -3.98760 0.42769  0.2648
H -1.64966 -3.86447 2.18439  0.3492
H 1.72967 -4.89650 1.42178  0.4537
H 3.40752 -2.71834 1.61781  0.4976
H 3.32343 -0.36194 2.07212  -0.1689
H 1.55975 0.27998 2.80764  -0.1268
H 2.05733 2.51120 1.95375  0.5110
H 2.42958 3.86116 -0.42233  0.4745
H 2.32244 3.15718 -2.85210  0.3367
H 1.93469 1.46257 -3.24543  0.3253
H 3.59053 1.91458 -2.85210  0.3409
C -5.35054 0.88127 -1.55992  -0.6605
O -4.35509 1.72054 -0.93140  -0.3821
C -3.10772 1.32846 -1.03198  0.8590
O -2.73504 0.32401 -1.64723  -0.8534
N -2.27329 2.17625 -0.38917  -0.3382
N -0.90306 1.89232 -0.34386  -0.3032
H -6.29917 1.36051 -1.34993  0.2272
H -5.32240 -0.11636 -1.12970  0.3157
H -5.17470 0.83269 -2.63120  0.3014
H -2.66344 2.92077 0.16787  0.2555
H -0.60771 1.73770 0.61943  0.3579
H -0.37515 2.67201 -0.72138  0.2761

Forces on atoms 1 to 3 (eV/Å):
0.08 -0.03 0.27
0.02 0.00 0.03
-0.01 0.00 0.00



# 5
Below is a structure of composition C10H18Br6Cl6O2Sr2 at a distorted geometry, with properties calculated with ωB97M-V with the def2-TZVPD basis set.

Summary:
Gap between HOMO and LUMO: 4.14 eV
Charge: +2

Each line ends with the Mulliken charge.
Geometry (Å):
Sr 2.16704 3.93791 -4.12446  1.7859
Sr 1.22818 -0.09538 -3.72936  1.3256
O 1.05412 -0.60128 -1.31001  -0.8257
C 0.37984 0.54947 -0.65868  -0.0695
C 0.57838 2.04882 -1.18739  -0.4171
O 0.87287 2.29579 -2.57548  -0.8209
H 0.53418 0.49988 0.41921  -0.0392
H -0.68920 0.45891 -0.85114  0.3898
H 1.39363 2.38295 -0.54566  0.2580
H -0.23598 2.71706 -0.90742  0.2278
Br 3.36968 0.30354 2.63005  -0.0992
C 4.61141 1.15175 1.42295  -0.5024
C 4.44249 0.37862 0.08644  -0.1979
Br 5.63587 1.03455 -1.34229  -0.2524
H 5.59616 1.26092 1.87733  0.4607
H 4.22995 2.16744 1.31815  0.2897
H 3.42044 0.33281 -0.28963  0.0151
H 4.94882 -0.58614 0.11735  0.3885
Br -1.51650 -1.05481 -4.07978  -0.2337
C -2.42808 -2.48188 -2.85680  -0.3285
C -1.38184 -3.39383 -2.20836  -0.3278
Br -0.07112 -3.98268 -3.59905  -0.1261
H -3.10286 -3.09614 -3.45302  0.4557
H -2.94392 -1.88809 -2.10220  0.2738
H -1.83584 -4.21130 -1.64823  0.5213
H -0.81034 -2.85633 -1.45167  -0.0919
Br -2.59188 3.14806 0.98530  -0.1369
C -3.61928 1.45365 1.18339  -0.5786
C -4.65952 1.23754 0.10233  -0.5622
Br -3.87136 1.19097 -1.69899  -0.1768
H -4.14580 1.37156 2.13424  0.4195
H -2.86187 0.67003 1.20255  0.2555
H -5.43955 1.99786 0.14166  0.3931
H -5.23243 0.32182 0.24840  0.4051
C -0.17220 1.38493 3.90037  0.6959
Cl -1.67047 0.41481 4.10238  -0.1304
Cl 0.96180 1.18952 5.24880  -0.1216
Cl -0.68331 3.10100 3.91432  -0.1083
H 0.39871 1.04259 3.03725  -0.3515
C 0.78513 -3.08913 1.21167  0.9549
Cl 2.46618 -2.80306 1.46222  -0.0899
Cl 0.00271 -2.95248 2.83102  -0.1246
Cl 0.50319 -4.70091 0.39986  -0.1519
H 0.38254 -2.25134 0.64236  -0.6512

Forces on atoms 1 to 3 (eV/Å):
-1.22 -0.93 2.07
-0.39 -0.77 3.17
-0.31 2.73 -1.08



# 6
Below is the ion C10H18BrN2O5P2S with charge +1 at a distorted geometry, with properties calculated with ωB97M-V with the def2-TZVPD basis set.

Summary:
Gap between HOMO and LUMO: 6.21 eV
Charge: +1
SMILES string: NCCCCc1c[n+](S)c(COO)c(Br)c1PP(=O)(O)O

Each line ends with the Mulliken charge.
Geometry (Å):
N 1.31094 3.46869 0.88187  -0.5281
C -0.12933 3.53992 0.59853  -0.6877
C -0.70400 2.18501 0.10246  0.0155
C -0.77755 2.09483 -1.42632  -0.5332
C -1.38895 0.76068 -1.99211  -1.6244
C -1.25019 -0.41243 -1.03109  0.1348
C -2.20774 -0.60480 -0.07277  -0.2157
N -2.14694 -1.58656 0.83610  0.1263
S -3.40614 -1.73734 2.02182  -0.1128
C -1.09994 -2.44202 0.84199  0.3323
C -1.04816 -3.52049 1.91899  -1.4810
O -0.55178 -2.93852 3.13791  -0.1925
O 0.62303 -2.22531 2.83671  -0.2701
C -0.11016 -2.31062 -0.11438  0.5204
Br 1.35969 -3.51980 -0.10051  -0.0314
C -0.14724 -1.28353 -1.08404  0.4690
P 1.14987 -1.02263 -2.35947  -0.3011
P 2.85065 -0.14815 -1.34908  0.8675
O 2.36911 0.97996 -0.54786  -0.4672
O 3.70986 -1.17768 -0.44437  -0.4469
O 3.80271 0.38904 -2.52682  -0.5303
H 1.64235 2.51398 0.97100  0.2174
H 1.48277 3.89381 1.78643  0.2436
H -0.40356 4.37124 -0.06513  0.2994
H -0.64624 3.74151 1.55566  0.3157
H -0.08661 1.40056 0.56605  0.0598
H -1.73106 2.04386 0.48626  0.2512
H 0.19994 2.26146 -1.90097  0.2652
H -1.41444 2.91528 -1.78704  0.3906
H -2.45568 0.89844 -2.20947  0.4977
H -0.86301 0.49040 -2.91304  0.4135
H -3.05408 0.07838 -0.04775  0.6581
H -3.58743 -0.48447 2.51039  0.2222
H -2.02216 -3.96729 2.13668  0.6018
H -0.36157 -4.33344 1.66516  0.3599
H 0.42319 -1.28694 2.98988  0.3253
H 1.52610 -2.32115 -2.78441  0.1542
H 4.51179 -1.44579 -0.92045  0.3298
H 4.63197 0.74191 -2.16683  0.3510

Forces on atoms 1 to 3 (eV/Å):
-0.04 0.23 0.05
-0.56 -0.68 1.19
-0.04 0.50 -0.22